Density functional theory data (ωB97M-V/def2-TZVPD) for a molecular structure, C31H34BCrN9O2.

Each line ends with the Löwdin spin population.
CARTESIAN COORDINATES (ANGSTROEM)
Cr: 0.44 0.73 -0.61  0.99
C: 3.02 0.00 -2.85  0.00
C: 2.82 1.40 -2.38  0.00
C: 3.49 2.55 -2.79  0.00
C: 2.93 3.60 -2.07  0.00
C: 3.25 5.06 -2.12  0.00
N: 1.98 3.09 -1.28  0.00
N: 1.91 1.74 -1.45  -0.01
B: 1.03 3.76 -0.26  0.00
N: 1.16 2.97 1.09  0.00
N: 0.78 1.66 1.16  0.00
C: 0.73 1.31 2.46  0.00
C: 0.24 -0.02 2.93  0.00
C: 1.13 2.40 3.22  0.00
C: 1.38 3.43 2.33  0.00
C: 1.83 4.83 2.60  0.00
N: -0.41 3.54 -0.77  0.00
N: -0.82 2.25 -0.90  -0.01
C: -2.13 2.27 -1.21  0.01
C: -2.93 1.02 -1.40  0.00
C: -2.55 3.60 -1.28  0.00
C: -1.43 4.37 -0.99  0.01
C: -1.30 5.86 -0.90  0.00
H: 3.96 -0.08 -3.39  0.00
H: 2.21 -0.30 -3.52  0.00
H: 3.04 -0.70 -2.02  0.00
H: 4.28 2.62 -3.52  0.00
H: 4.04 5.23 -2.86  0.00
H: 3.60 5.42 -1.15  0.00
H: 2.38 5.65 -2.40  0.00
H: 1.28 4.92 -0.12  0.00
H: -0.18 -0.61 2.12  0.00
H: -0.53 0.13 3.68  0.00
H: 1.04 -0.60 3.40  0.00
H: 1.21 2.45 4.30  0.00
H: 2.10 4.92 3.65  0.00
H: 1.05 5.55 2.38  0.00
H: 2.70 5.09 2.00  0.00
H: -2.49 0.18 -0.87  0.00
H: -3.00 0.76 -2.45  0.00
H: -3.94 1.17 -1.02  0.00
H: -3.54 3.96 -1.52  0.00
H: -2.24 6.32 -1.19  0.00
H: -0.52 6.23 -1.56  0.00
H: -1.06 6.18 0.11  0.00
C: -4.66 -3.62 3.40  0.00
O: -3.61 -4.57 3.59  0.00
C: -2.87 -4.90 2.52  0.00
C: -1.92 -5.90 2.72  0.00
C: -1.12 -6.30 1.67  0.00
C: -1.21 -5.70 0.42  0.00
C: -2.18 -4.71 0.22  0.00
C: -3.01 -4.32 1.26  0.00
N: -0.36 -6.29 -0.59  0.00
N: 0.05 -5.70 -1.62  0.00
C: 0.05 -4.29 -1.77  0.00
C: -0.53 -3.73 -2.88  0.00
C: -0.62 -2.33 -3.04  -0.01
C: -0.08 -1.49 -2.11  0.01
O: -0.16 -0.13 -2.14  -0.01
C: 0.65 -2.06 -1.05  0.00
N: 1.27 -1.15 -0.22  0.00
C: 2.02 -1.61 0.75  0.00
C: 2.20 -2.97 1.00  0.00
C: 1.56 -3.89 0.21  0.00
C: 0.74 -3.44 -0.86  0.00
H: -5.16 -3.53 4.36  0.00
H: -5.37 -3.97 2.65  0.00
H: -4.26 -2.65 3.11  0.00
H: -1.84 -6.35 3.70  0.00
H: -0.39 -7.10 1.80  0.00
H: -2.33 -4.28 -0.75  0.00
H: -3.78 -3.58 1.08  0.00
H: -0.99 -4.39 -3.60  0.00
H: -1.13 -1.90 -3.90  0.00
H: 2.53 -0.86 1.36  0.00
H: 2.84 -3.29 1.81  0.00
H: 1.69 -4.95 0.38  0.00

Results
HOMO level (alpha / beta), eV: -10.2 / -10.2
Orbital gap (alpha / beta), eV: 6.25 / 6.80
F_max, eV/A: 1.0
⟨S²⟩: 0.7593
E_LUMO (alpha / beta), eV: -3.967 / -3.411
Energy, eV: -79299.7118
Net charge: +1
Spin multiplicity: 2


Density functional theory data (ωB97M-V/def2-TZVPD) for a molecular structure, C31H34BrGeIN4O3SSn.

Each line ends with the Löwdin charge.
CARTESIAN COORDINATES (ANGSTROEM)
Sn: -1.47 0.47 0.81  1.18
O: 1.14 0.92 -4.40  0.06
C: -0.15 0.55 -4.57  -0.28
C: -0.48 0.11 -5.86  -0.02
C: -1.74 -0.41 -6.08  -0.09
C: -2.68 -0.59 -5.04  -0.09
C: -2.35 -0.10 -3.80  -0.05
C: -1.10 0.46 -3.56  -0.10
C: -0.73 0.83 -2.12  -0.46
O: -1.76 0.57 -1.26  -0.38
N: -0.37 2.26 -2.16  0.00
N: 0.19 2.69 -0.96  0.02
C: -0.19 3.86 -0.55  -0.23
C: 0.35 4.43 0.70  -0.64
Br: -1.10 4.78 1.89  0.71
C: 1.55 4.89 1.04  -0.11
C: 2.75 4.91 0.18  -0.20
C: 3.06 4.00 -0.86  -0.04
C: 4.13 4.22 -1.70  -0.09
C: 5.01 5.28 -1.51  -0.08
C: 4.79 6.14 -0.41  -0.09
C: 3.67 5.99 0.39  -0.04
H: 1.26 1.33 -3.52  0.10
H: 0.23 0.28 -6.64  0.11
H: -2.04 -0.72 -7.08  0.10
H: -3.70 -1.05 -5.23  0.12
H: -3.04 -0.20 -2.98  0.11
H: 0.13 0.24 -1.79  0.13
H: -1.21 2.79 -2.42  0.14
H: -0.90 4.44 -1.09  0.11
H: 1.66 5.39 1.98  0.09
H: 2.34 3.18 -0.96  0.09
H: 4.22 3.61 -2.59  0.10
H: 5.85 5.48 -2.16  0.10
H: 5.46 6.95 -0.23  0.09
H: 3.46 6.66 1.22  0.11
S: -1.30 -4.42 -1.27  1.03
C: -3.03 -4.35 -1.20  -0.40
C: -3.52 -3.27 -0.58  -0.15
C: -2.49 -2.36 -0.09  -0.37
C: -1.23 -2.86 -0.41  -0.42
C: 0.09 -2.33 -0.11  -0.25
C: 1.27 -3.10 -0.29  -0.01
C: 2.49 -2.50 -0.10  -0.06
C: 2.56 -1.21 0.36  -0.07
C: 1.41 -0.52 0.61  -0.15
N: 0.18 -1.08 0.42  -0.03
H: -3.57 -5.14 -1.68  0.06
H: -4.56 -2.96 -0.50  0.12
H: 1.20 -4.11 -0.65  0.08
H: 3.39 -3.06 -0.27  0.11
H: 3.52 -0.74 0.47  0.11
H: 1.31 0.51 1.02  0.09
N: 1.73 -3.06 3.66  0.15
C: 2.01 -1.72 3.82  -0.62
O: 1.18 -0.85 3.75  0.05
C: 3.49 -1.36 4.07  -0.58
I: 4.88 -2.89 3.73  0.86
H: 0.77 -3.36 3.62  0.06
H: 2.45 -3.74 3.76  -0.02
H: 3.57 -0.99 5.08  0.05
H: 3.72 -0.53 3.45  0.04
C: -1.80 -3.52 2.86  -0.18
Ge: -3.04 -2.05 2.58  0.76
C: -4.84 -2.79 2.65  -0.21
C: -2.77 -0.73 3.94  -0.24
C: -2.83 -1.22 0.79  -0.48
H: -1.93 -3.93 3.85  0.03
H: -0.78 -3.19 2.68  -0.01
H: -2.00 -4.26 2.07  0.04
H: -5.08 -3.14 3.68  0.03
H: -5.03 -3.60 1.94  0.02
H: -5.61 -2.06 2.46  0.01
H: -3.02 -1.07 4.94  0.03
H: -3.41 0.11 3.72  0.01
H: -1.78 -0.29 3.94  0.00
H: -3.85 -0.90 0.57  0.05

Results
HOMO level, eV: -7.5
Orbital gap, eV: 7.37
ΔE to the lowest compared entry with this formula, charge and spin, kJ/mol: 0.0
F_max, eV/A: 2.4
E_LUMO, eV: -0.128
Energy, eV: -196126.4938


Density functional theory data (ωB97M-V/def2-TZVPD) for a molecular structure, C31H34BrInN7O3Se2.

Each line ends with the Löwdin charge.
CARTESIAN COORDINATES (ANGSTROEM)
In: -0.52 0.17 0.25  0.38
C: 3.56 1.05 -1.60  -0.01
C: 2.48 2.09 -1.50  -0.29
C: 2.31 3.06 -2.52  -0.01
C: 1.40 4.06 -2.30  -0.05
C: 0.73 4.14 -1.09  -0.03
C: 0.89 3.16 -0.17  -0.26
N: 1.72 2.07 -0.38  0.14
C: 0.31 3.10 1.20  -0.21
C: 0.04 4.32 1.91  0.03
C: -0.40 4.25 3.21  -0.04
C: -0.52 2.99 3.78  0.02
C: -0.31 1.81 3.01  -0.16
N: 0.10 1.91 1.73  0.07
C: -0.34 0.41 3.52  -0.19
C: -0.20 0.12 4.88  0.00
C: -0.27 -1.18 5.31  0.00
C: -0.23 -2.18 4.32  -0.01
C: -0.31 -1.85 2.99  -0.32
C: -0.28 -2.97 2.01  -0.06
N: -0.29 -0.56 2.58  0.09
H: 3.93 0.63 -0.63  0.07
H: 4.43 1.44 -2.12  0.09
H: 3.20 0.15 -2.09  0.08
H: 2.94 2.96 -3.39  0.12
H: 1.28 4.85 -2.99  0.11
H: 0.02 4.91 -0.75  0.13
H: 0.20 5.23 1.38  0.11
H: -0.69 5.22 3.71  0.15
H: -0.68 2.97 4.86  0.12
H: -0.23 0.95 5.48  0.08
H: -0.19 -1.49 6.42  0.16
H: -0.29 -3.17 4.68  0.12
H: 0.65 -3.67 2.05  0.11
H: -0.43 -2.70 0.94  -0.01
H: -1.20 -3.60 2.16  0.11
O: -1.57 -1.09 -5.52  -0.07
C: -1.18 0.17 -4.98  -0.19
C: -1.19 0.02 -3.39  -0.55
C: -2.51 -0.80 -3.23  -0.24
O: -2.35 -2.21 -3.23  -0.08
C: -1.33 1.45 -2.83  -0.44
Se: -2.19 1.63 -1.01  0.65
C: 0.07 -0.68 -3.06  -0.47
Se: 0.26 -1.55 -1.29  0.71
H: -1.11 -1.12 -6.38  0.11
H: -1.87 0.92 -5.38  0.13
H: -0.19 0.50 -5.29  0.13
H: -3.33 -0.43 -3.88  0.15
H: -2.93 -0.53 -2.21  0.06
H: -2.14 -2.48 -4.13  0.09
H: -1.96 2.06 -3.47  0.06
H: -0.31 1.94 -2.76  0.06
H: 0.95 -0.07 -3.27  0.07
H: 0.14 -1.54 -3.72  0.07
O: 6.34 -0.33 0.60  0.09
C: 5.17 -0.88 0.94  -0.34
C: 4.27 -0.29 1.79  -0.03
C: 3.07 -0.89 2.04  -0.12
N: 2.77 -2.13 1.58  0.05
C: 3.67 -2.71 0.85  -0.80
Br: 3.31 -4.36 0.07  0.80
C: 4.91 -2.18 0.50  -0.04
H: 6.43 0.62 0.76  0.12
H: 4.40 0.66 2.31  0.13
H: 2.37 -0.42 2.73  0.10
H: 5.54 -2.70 -0.19  0.11
N: -4.83 -3.34 -1.31  0.15
C: -4.46 -2.47 -0.29  -0.33
C: -3.13 -1.99 -0.18  -0.13
N: -2.80 -1.18 0.75  0.00
C: -3.69 -0.96 1.76  -0.11
C: -4.96 -1.50 1.72  -0.10
N: -5.32 -2.23 0.66  0.12
H: -4.23 -3.63 -2.07  0.08
H: -5.44 -4.07 -1.03  0.09
H: -2.37 -2.15 -0.92  0.04
H: -3.30 -0.43 2.58  0.08
H: -5.75 -1.28 2.52  0.14

Results
HOMO level, eV: -10.3
Orbital gap, eV: 7.02
ΔE to the lowest compared entry with this formula, charge and spin, kJ/mol: 170.6
F_max, eV/A: 3.5
E_LUMO, eV: -3.332
Energy, eV: -255176.3110
Net charge: +1